No. 1
A molecular structure, C7H7ClNO3P, computed with the ωB97M-V functional and the def2-TZVPD basis.

```
! RIJCOSX wB97M-V def2-TZVPD def2/J DEFGRID3
* xyz 0 1
C -0.981 -0.180 -1.312
C -1.730 0.871 -1.809
C -1.439 2.040 0.280
C -0.464 -0.140 -0.027
C -0.698 0.982 0.785
C -1.952 1.974 -1.005
C 2.136 -2.755 1.148
N 2.555 -0.327 -1.027
O 2.061 0.629 -0.554
O -0.163 1.000 2.027
O 0.283 -1.143 0.509
P 1.218 -2.188 -0.343
Cl -2.872 3.305 -1.610
H -0.772 -1.050 -1.920
H -2.130 0.839 -2.810
H -1.604 2.919 0.886
H 2.918 -3.445 0.844
H 1.430 -3.268 1.803
H 2.558 -1.902 1.673
H -0.354 1.841 2.461
*
```

LUMO level (alpha / beta): -0.3 / 0.0 eV
ΔE to the lowest compared entry with this formula, charge and spin: 48.63 kJ/mol
Highest occupied orbital energy (alpha / beta): -0.283 / -0.268 Eh
HOMO-LUMO gap (alpha / beta): 7.395 / 7.260 eV
Total energy: -36813.4139 eV

No. 2
A single C7H7ClOS2 molecule, computed with the ωB97M-V functional and the def2-TZVPD basis.

```
! RIJCOSX wB97M-V def2-TZVPD def2/J DEFGRID3
* xyz 0 1
C 0.869 0.628 -0.948
C 1.106 -0.660 1.065
C -0.415 1.056 -0.537
C -0.218 -0.405 1.310
C 1.683 -0.160 -0.118
C -0.901 0.459 0.543
C 3.084 -0.520 -0.453
O -5.058 1.160 -0.278
S -2.610 0.678 0.923
S -4.042 0.272 -0.705
Cl -4.663 -1.674 -0.301
H 1.074 1.108 -1.918
H 1.701 -1.260 1.820
H -1.024 1.746 -0.996
H -0.751 -0.613 2.218
H 3.072 -1.627 -0.916
H 3.451 0.199 -1.261
H 3.643 -0.386 0.552
*
```

LUMO level: -0.4 eV
ΔE to the lowest compared entry with this formula, charge and spin: 134.18 kJ/mol
Highest occupied orbital energy: -0.331 Eh
HOMO-LUMO gap: 8.577 eV
Total energy: -43611.1768 eV

No. 3
A molecular structure, C7H7CrO6S, computed with the ωB97M-V functional and the def2-TZVPD basis.

```
! RIJCOSX wB97M-V def2-TZVPD def2/J DEFGRID3
* xyz 1 5
O -0.335 3.422 0.688
C -0.181 2.819 -0.271
Cr 0.002 0.676 -1.905
O -2.712 0.196 -0.429
C -1.804 0.497 -1.079
C 0.005 -1.169 -2.058
O 0.082 -2.322 -1.900
C 1.905 0.119 -1.872
O 2.998 -0.268 -1.819
C -0.340 1.368 -3.636
O -0.560 1.756 -4.718
H 1.261 1.454 -1.462
C 1.131 -1.617 2.024
S -0.334 -1.107 1.125
C -1.255 -0.288 2.439
O 0.205 0.052 0.259
H 0.844 -2.309 2.832
H 1.633 -0.726 2.419
H 1.779 -2.143 1.312
H -0.689 0.589 2.768
H -2.227 0.004 2.023
H -1.407 -1.004 3.261
*
```

LUMO level (alpha / beta): -3.4 / -5.5 eV
Highest occupied orbital energy (alpha / beta): -0.426 / -0.512 Eh
HOMO-LUMO gap (alpha / beta): 8.163 / 8.435 eV
Total energy: -58902.6031 eV